ORCA calculation (ωB97M-V/def2-TZVPD) on a cluster of 2 separate species, C4H11N3O2 in total.

Geometry as XYZ:
```
20
Properties=species:S:1:pos:R:3:lowdin_charge:R:1
C 0.776 -1.826 -0.935 -0.602
H 0.716 -2.985 0.665 0.034
C 0.676 0.242 -2.392 -0.123
H 1.774 0.337 -2.344 0.085
N 0.351 -2.167 0.198 0.112
H -0.783 -0.652 -1.223 0.114
H 2.421 -3.041 -1.251 0.089
H -2.426 0.788 2.871 0.092
H -0.872 1.926 -0.385 0.082
N 1.877 -2.290 -1.634 0.128
H 0.634 0.126 -3.496 0.077
H -1.738 2.412 3.425 0.093
C -0.879 1.591 1.619 -0.543
O -1.248 2.238 0.450 0.041
C -2.032 1.770 2.588 0.009
H 0.285 1.227 -2.124 0.065
H -2.848 2.255 2.072 0.070
N 0.124 -0.826 -1.622 -0.032
O 0.232 1.234 1.817 0.123
H 1.867 -2.252 -2.637 0.087
```

Its SMILES is [H]/N=C(\N)NC.CC(=O)O. The net charge is 0. The HOMO energy is -8.71 eV. The total energy comes out at -473.753431 a.u. The value obtained for the max |F| is 0.043 hartree/bohr. As for the HOMO-LUMO gap: 9.44 eV.